Entry 1:
25
Properties=species:S:1:pos:R:3:nbo_charge:R:1 method="wB97M-V/def2-TZVPD" lumo_ev="-5.3 / -6.0" e_tot_ha=-639.5769 total_charge=+1 e_above_lowest_kj_mol=628.2 orbital_gap_ev="6.9 / 6.0"
C 1.41908 -2.38856 3.13033 -0.469
N 0.42163 -1.44941 2.51964 -0.240
N -0.31247 -1.65740 1.47550 -0.180
C -0.53530 -2.71448 0.72743 0.219
N -1.04059 -2.48452 -0.46642 -0.445
C -1.02380 -1.37206 -1.19510 0.285
N -0.29678 -0.34554 -0.86306 -0.355
C 0.08070 0.81809 -1.28668 0.104
C 1.42659 1.11348 -1.45958 0.095
N 1.77331 2.35801 -1.67707 -0.417
C 0.97639 3.40362 -1.60090 0.107
C -0.38289 3.19981 -1.42075 -0.317
C -0.86489 1.89058 -1.31688 0.230
N -2.11774 1.57067 -1.00994 -0.712
H 0.96729 -3.41043 3.31020 0.235
H 2.37235 -2.50520 2.59397 0.237
H 1.64683 -2.05353 4.11413 0.241
H 0.32956 -0.42280 2.73613 0.422
H -0.45835 -3.76450 0.98857 0.211
H -1.71647 -1.42658 -2.11940 0.213
H 2.08856 0.29871 -1.65018 0.212
H 1.54124 4.33065 -1.85063 0.238
H -1.02441 4.10556 -1.39277 0.243
H -2.73153 2.36689 -1.08748 0.413
H -2.53830 0.53894 -1.19906 0.432

***

Entry 2:
160
Properties=species:S:1:pos:R:3:lowdin_charge:R:1 method="wB97M-V/def2-TZVPD" lumo_ev=-0.7 e_tot_ha=-4892.8672 total_charge=0 e_above_lowest_kj_mol=0.0 orbital_gap_ev=7.4
C 5.88147 3.81076 1.37244 -0.103
C 4.52224 2.97472 1.56440 -0.210
C 4.92454 1.46490 1.55362 -0.221
N 3.81360 0.49577 1.73707 0.013
C 2.79974 0.88033 2.68511 -0.126
C 1.50147 1.39994 2.20946 -0.139
N 1.23671 1.56850 0.81979 0.109
C 0.42545 1.76412 3.15622 -0.068
C -0.94848 2.31743 2.65768 -0.199
C -2.17744 1.47501 3.17419 -0.683
C -2.82073 0.54992 2.05329 -0.186
I -3.76771 2.87923 3.75552 0.818
C 0.67138 1.59529 4.56566 -0.074
C 1.96878 1.08576 5.06693 -0.067
C 3.02527 0.71930 4.13577 -0.050
C 4.35254 0.15403 4.72217 -0.117
C 4.40329 -1.43682 4.55450 -0.145
C 5.81398 -1.94379 4.03876 -0.151
C 5.96013 -1.82730 2.48682 -0.188
O 7.15842 -2.50073 1.99310 -0.052
C 7.39050 -1.93631 0.72569 -0.498
C 8.18656 -0.60971 0.53561 0.006
O 6.94659 -2.48982 -0.23964 0.119
C 1.88556 1.03740 6.61959 -0.514
O 2.54338 0.47098 7.44194 0.088
N 0.70710 1.86476 6.96994 -0.308
I 1.56867 3.77427 6.84571 1.035
C -0.20727 1.88748 5.81217 -0.529
O -1.37165 2.09565 5.94372 0.058
H 6.63388 3.32375 2.05204 0.048
H 5.75825 4.85041 1.76249 0.077
H 6.24455 3.77068 0.31741 0.074
H 3.87478 3.26507 0.69285 0.107
H 4.10527 3.32426 2.54258 0.106
H 5.77948 1.31610 2.26394 0.089
H 5.34503 1.25528 0.52816 0.126
H 3.41781 0.19950 0.84966 0.106
H 1.88862 1.04439 0.23433 0.068
H 0.31179 1.21553 0.56406 0.085
H -1.03381 3.38274 2.97894 0.091
H -0.92819 2.31305 1.54358 0.091
H -1.89303 0.80319 4.01632 0.077
H -3.91278 0.50870 2.27953 0.010
H -2.36482 -0.47638 2.08222 0.088
H -2.73652 1.00259 1.03640 0.075
H 4.49130 0.48809 5.77245 0.091
H 5.18555 0.57158 4.10630 0.086
H 3.60644 -1.70715 3.82015 0.113
H 4.23179 -1.85906 5.57357 0.096
H 5.84255 -3.03920 4.29466 0.124
H 6.63749 -1.37732 4.54907 0.122
H 6.09781 -0.74310 2.24578 0.088
H 5.02882 -2.25576 2.02603 0.138
H 8.51111 -0.19443 1.52456 0.083
H 9.10187 -0.75929 -0.09417 0.093
H 7.52373 0.10806 -0.01065 0.083
C -6.11166 -4.82963 0.73648 -0.025
C -5.26343 -3.66067 1.18170 -0.323
C -5.76100 -2.98849 2.43022 -0.090
O -5.30537 -1.64400 2.25630 0.060
C -5.22372 -1.42850 0.91810 -0.557
O -5.08503 -0.35637 0.41229 0.138
O -5.32295 -2.59379 0.22500 0.072
H -7.08066 -4.49104 0.36506 0.068
H -5.62834 -5.35182 -0.08802 0.087
H -6.26816 -5.54115 1.55043 0.101
H -4.21722 -3.96793 1.28644 0.158
H -5.34064 -3.42703 3.33447 0.143
H -6.85164 -2.97755 2.51272 0.144
C -0.55533 3.98479 -3.13235 -0.016
C 0.68617 3.24074 -3.56998 -0.320
C 0.47626 1.76248 -3.73978 -0.104
O 1.78014 1.23542 -3.46174 0.068
C 2.38430 2.11547 -2.62169 -0.559
O 3.38910 1.89003 -2.01617 0.135
O 1.69412 3.28303 -2.55354 0.087
H -0.81915 3.73361 -2.10308 0.094
H -0.37677 5.06190 -3.15622 0.085
H -1.40084 3.76097 -3.78230 0.084
H 1.09797 3.69295 -4.47793 0.160
H 0.15904 1.49970 -4.74732 0.146
H -0.22419 1.34375 -3.02698 0.106
C 5.15131 -0.65757 8.10209 -0.031
C 5.41807 -1.98654 8.77076 -0.325
C 6.39577 -1.90560 9.91067 -0.106
O 6.98370 -3.20635 9.90356 0.062
C 6.90564 -3.66587 8.62420 -0.551
O 7.48644 -4.62010 8.21574 0.163
O 6.07839 -2.88793 7.87416 0.079
H 6.02896 -0.31712 7.54530 0.099
H 4.34425 -0.75527 7.38267 0.031
H 4.87123 0.10537 8.82941 0.098
H 4.47670 -2.44770 9.08564 0.163
H 5.90768 -1.70611 10.86424 0.140
H 7.18627 -1.16565 9.75259 0.140
C -3.37364 -3.15705 -3.15863 -0.008
C -2.45919 -2.01418 -2.77848 -0.322
C -2.87983 -1.29672 -1.52636 -0.104
O -2.37643 0.02295 -1.74854 0.070
C -2.33872 0.20632 -3.09166 -0.543
O -2.17478 1.26404 -3.61994 0.130
O -2.51278 -0.96581 -3.75495 0.098
H -4.34398 -2.78620 -3.49516 0.088
H -2.94754 -3.72036 -3.99121 0.086
H -3.52327 -3.84051 -2.32153 0.090
H -1.42377 -2.36321 -2.71033 0.160
H -2.44178 -1.73345 -0.62871 0.145
H -3.96237 -1.23830 -1.40124 0.116
C -8.17047 -1.52728 -3.98868 -0.015
C -8.49674 -2.97076 -3.68099 -0.322
C -9.80747 -3.15531 -2.96804 -0.094
O -9.58061 -4.35049 -2.21782 0.076
C -8.24509 -4.41626 -1.98092 -0.521
O -7.73081 -5.16280 -1.20352 0.113
O -7.56563 -3.51826 -2.73968 0.089
H -7.94166 -0.97376 -3.07447 0.100
H -7.28160 -1.46849 -4.62023 0.083
H -8.99190 -1.03759 -4.50614 0.078
H -8.45163 -3.57248 -4.59379 0.164
H -10.64192 -3.28151 -3.65672 0.144
H -10.04007 -2.34543 -2.27028 0.143
C -6.89983 1.89148 -8.54576 -0.022
C -8.18910 1.33951 -7.97931 -0.323
C -8.04746 0.77866 -6.59177 -0.109
O -9.06743 -0.22305 -6.55999 0.018
C -9.24473 -0.63979 -7.84560 -0.547
O -9.85914 -1.61059 -8.15663 0.162
O -8.62682 0.19407 -8.72151 0.095
H -6.19604 1.09224 -8.76029 0.071
H -7.09107 2.40143 -9.48995 0.094
H -6.43585 2.60119 -7.85977 0.104
H -8.97844 2.09654 -8.02429 0.160
H -8.21741 1.52919 -5.82018 0.145
H -7.08092 0.29729 -6.41408 0.137
C -3.81231 -1.84112 -12.24498 -0.021
C -3.29478 -0.73207 -11.35653 -0.337
C -3.34032 -1.06210 -9.88956 -0.103
O -3.49035 0.22541 -9.29135 0.066
C -4.11952 1.01192 -10.20600 -0.550
O -4.59285 2.07681 -9.96411 0.141
O -4.14108 0.42014 -11.42987 0.094
H -4.89211 -1.95931 -12.13368 0.095
H -3.63044 -1.60032 -13.29378 0.087
H -3.32322 -2.79028 -12.02017 0.091
H -2.28820 -0.43566 -11.66732 0.160
H -2.42812 -1.54666 -9.54291 0.141
H -4.20012 -1.67835 -9.60994 0.142
C 10.09070 3.14139 6.61017 -0.022
C 9.19960 3.06275 5.39088 -0.336
C 8.99846 4.38622 4.70061 -0.096
O 7.70811 4.22725 4.11409 0.050
C 7.03107 3.34158 4.88090 -0.552
O 5.86305 3.14657 4.78702 0.162
O 7.86022 2.70836 5.75510 0.087
H 9.59570 3.67844 7.42191 0.094
H 10.30752 2.13930 6.98447 0.087
H 11.03636 3.63429 6.37918 0.091
H 9.57391 2.30473 4.69557 0.160
H 9.75305 4.57526 3.93764 0.142
H 8.96541 5.23735 5.38723 0.143

***

Entry 3:
53
Properties=species:S:1:pos:R:3:nbo_charge:R:1 method="wB97M-V/def2-TZVPD" lumo_ev=-2.2 e_tot_ha=-1621.2139 total_charge=+1 orbital_gap_ev=9.8
C 1.57378 -3.40471 2.16395 -0.631
C -0.03170 -3.41513 2.00443 -0.246
N -0.56741 -2.00364 1.99513 -0.336
O -1.94108 -2.13859 2.12215 -0.582
S -2.76814 -1.28995 0.90460 1.694
O -2.13704 0.05742 0.70783 -0.917
O -4.31766 -1.10950 1.58070 -0.679
C -4.95583 -2.41461 1.39012 -0.121
C -6.32841 -2.54906 2.18643 -0.498
C -6.49752 -4.10967 2.51090 0.987
F -5.82260 -4.49653 3.65874 -0.319
F -7.88645 -4.31854 2.64898 -0.336
F -6.11233 -4.91857 1.42789 -0.337
H 1.91145 -2.58323 2.88390 0.203
H 1.96561 -4.39315 2.54217 0.239
H 1.99972 -3.16724 1.14346 0.209
H -0.47751 -3.92669 2.91886 0.193
H -0.25754 -3.97214 1.04547 0.208
H -0.26346 -1.63520 2.91596 0.347
H -5.12671 -2.51724 0.26561 0.205
H -4.27097 -3.27556 1.67684 0.211
H -7.23694 -2.24436 1.58101 0.254
H -6.34149 -2.01410 3.18185 0.258
C 0.05854 1.16549 -2.10552 -0.653
C 0.82259 2.43964 -1.79092 -0.207
N 1.75090 2.33769 -0.57793 -0.213
C 0.89395 2.01282 0.64280 -0.409
C 2.36184 3.70846 -0.27036 -0.206
C 3.30101 4.28543 -1.31377 -0.641
C 2.79426 1.21267 -0.68124 -0.233
C 3.69434 1.18667 -1.91546 -0.087
O 2.93797 1.02849 -3.10200 -0.561
C 3.56519 1.58415 -4.25456 -0.254
H -0.64257 0.90208 -1.31125 0.239
H -0.53271 1.32036 -3.01052 0.250
H 0.70974 0.31126 -2.28575 0.232
H 0.11383 3.24196 -1.56772 0.217
H 1.41034 2.76266 -2.64595 0.232
H 0.10008 2.75574 0.71583 0.235
H 1.53117 2.04497 1.52716 0.222
H 0.47776 1.01248 0.53170 0.254
H 2.88469 3.61868 0.68479 0.223
H 1.51810 4.38920 -0.13220 0.225
H 4.31271 3.89840 -1.18942 0.219
H 3.38107 5.36463 -1.16542 0.253
H 2.97539 4.12363 -2.34068 0.223
H 2.23463 0.27714 -0.62866 0.237
H 3.40711 1.28596 0.22329 0.231
H 4.35928 0.31909 -1.82996 0.208
H 4.33773 2.06339 -1.96516 0.187
H 4.64451 1.70252 -4.13134 0.185
H 3.11280 2.55781 -4.46425 0.172
H 3.37400 0.92654 -5.10248 0.211

***

Entry 4:
34
Properties=species:S:1:pos:R:3:nbo_charge:R:1 method="wB97M-V/def2-TZVPD" lumo_ev="-9.0 / -9.0" spin_multiplicity=3 e_tot_ha=-2622.0662 total_charge=+2 e_above_lowest_kj_mol=0.0 orbital_gap_ev="5.5 / 5.5"
C -3.22304 1.71309 -4.51963 -0.825
C -2.73026 0.58177 -3.77527 0.990
H -4.05701 1.40817 -5.18871 0.370
H -2.37666 2.12554 -5.11335 0.353
H -3.54071 2.47640 -3.78408 0.350
O -2.44444 -0.44524 -3.32135 -0.238
I -0.61290 3.37492 -0.20764 0.026
V -0.12164 1.03456 0.18410 0.536
P 1.06835 -0.33275 -1.22119 0.906
C 0.98031 -2.05020 -0.61690 -0.932
C 0.97862 -0.44711 -3.02680 -0.928
H 2.86287 1.23174 -0.69683 0.268
H 3.45917 -0.18059 -1.66231 0.265
H 3.08928 -0.34662 0.10347 0.277
C 2.80232 0.14357 -0.83867 -0.914
H 0.80796 0.55294 -3.44731 0.247
H 1.95357 -0.84559 -3.35837 0.285
H 1.57940 -2.72443 -1.24588 0.277
H -0.07006 -2.37403 -0.60518 0.251
H 0.13959 -1.09230 -3.31623 0.247
H 1.37098 -2.07342 0.41014 0.284
C -1.55051 -0.15807 0.29273 0.481
O -2.36432 -1.00839 0.36502 -0.305
Cl 1.32046 1.32180 1.87174 -0.290
C -0.92933 0.61904 4.25566 -0.742
C -0.13191 -0.57709 3.79721 0.640
C 1.15900 -0.80062 4.54585 -0.733
O -0.49654 -1.31348 2.88075 -0.614
H -0.77918 0.81590 5.32396 0.250
H -1.99421 0.43419 4.06639 0.241
H -0.59981 1.51289 3.70037 0.240
H 1.48916 -1.83198 4.38768 0.246
H 1.92792 -0.13051 4.14318 0.245
H 1.03358 -0.61408 5.61747 0.247

***

Entry 5:
33
Properties=species:S:1:pos:R:3:nbo_charge:R:1 method="wB97M-V/def2-TZVPD" lumo_ev="-0.5 / -1.0" spin_multiplicity=2 e_tot_ha=-940.2868 total_charge=0 orbital_gap_ev="7.2 / 6.3"
Rb 2.00301 -2.32195 -0.06632 0.978
O 2.89256 -1.42299 -2.61049 -0.866
C 1.88255 -1.85444 -3.50185 -0.078
C 0.29164 -1.57253 -3.33467 -0.144
O -0.58592 -2.25584 -2.48555 -0.519
H 2.12049 -2.89104 -3.74050 0.147
H 2.03499 -1.33529 -4.44809 0.161
H -0.18878 -1.77230 -4.29246 0.183
H 0.24761 -0.48597 -3.26003 0.147
C 1.10867 1.27945 -1.10874 -0.275
O 1.30388 1.68798 0.22358 -0.488
C 0.55227 2.72958 0.58601 0.987
O -0.26371 3.35155 -0.16262 -0.655
O 0.83925 3.06605 1.89384 -0.516
C 0.09907 4.10371 2.57714 -0.257
H 0.06198 1.01886 -1.26571 0.189
H 1.63204 0.35252 -1.34319 0.216
H 1.39789 2.02503 -1.84939 0.200
H 0.68593 4.58912 3.35694 0.197
H -0.81582 3.67905 2.99036 0.188
H -0.11804 4.98101 1.96779 0.203
C -2.77781 -0.41033 -0.05481 -0.282
O -2.56774 -0.99183 1.28074 -0.488
C -1.36159 -1.49201 1.58209 1.012
O -0.34089 -1.24255 0.95371 -0.698
O -1.46307 -2.12744 2.77332 -0.489
C -0.26029 -2.41039 3.50421 -0.266
H -2.19249 0.46179 -0.34617 0.203
H -3.81778 -0.11916 -0.20243 0.204
H -2.57684 -1.08786 -0.88466 0.221
H -0.59589 -2.48845 4.53832 0.209
H 0.56704 -1.70210 3.54857 0.196
H 0.20577 -3.34122 3.18105 0.178

***

Entry 6:
7
Properties=species:S:1:pos:R:3:nbo_charge:R:1 method="wB97M-V/def2-TZVPD" lumo_ev="2.3 / 2.6" e_tot_ha=-871.2777 total_charge=-1 e_above_lowest_kj_mol=226.5 orbital_gap_ev="4.8 / 5.2"
N 1.52091 1.54667 1.18110 -0.728
O -1.29510 0.56776 -0.41770 -1.238
P -0.69865 -0.81304 -0.45751 0.677
S 2.56480 0.37787 0.77618 0.268
H 0.66910 1.23957 0.63910 0.389
H -1.04650 -1.34281 -1.72055 -0.186
H -1.71456 -1.57602 -0.00061 -0.181

***

Entry 7:
14
Properties=species:S:1:pos:R:3:nbo_charge:R:1 method="wB97M-V/def2-TZVPD" lumo_ev=1.0 e_tot_ha=-324.5805 total_charge=0 e_above_lowest_kj_mol=377.9 orbital_gap_ev=9.3
O -0.59149 -0.94605 1.99983 -0.685
C -1.27781 -1.28445 0.86814 0.099
C -0.79611 -1.13302 -0.35816 -0.153
N 0.54407 -0.73169 -0.62255 -0.389
C 1.12253 0.37011 0.13536 -0.170
C 0.24138 1.51310 -0.30292 -0.415
C 0.76928 0.52475 -1.27635 -0.068
H 0.10264 -0.33815 1.71904 0.484
H -2.28015 -1.67959 1.02263 0.188
H -1.39375 -1.34294 -1.23956 0.210
H 2.14438 0.38546 0.48270 0.233
H -0.81022 1.52811 -0.02213 0.223
H 0.73555 2.48421 -0.33966 0.224
H 1.48970 0.65016 -2.06637 0.221

***

Entry 8:
84
Properties=species:S:1:pos:R:3:lowdin_charge:R:1 method="wB97M-V/def2-TZVPD" lumo_ev=0.0 e_tot_ha=-1620.1193 total_charge=0 e_above_lowest_kj_mol=86.3 orbital_gap_ev=9.4
C -3.69234 0.77980 -2.23308 -0.126
O -3.11554 -0.07215 -1.24164 -0.146
H -4.55372 1.32010 -1.81994 0.086
H -2.97479 1.50924 -2.61252 0.068
H -4.09688 0.17488 -3.04881 0.081
H -3.54313 0.08452 -0.37940 0.038
C -2.32483 3.49834 -0.12654 -0.111
O -2.26263 2.77502 1.10407 -0.142
H -3.27328 3.29429 -0.61968 0.076
H -2.28523 4.56001 0.10659 0.087
H -1.46709 3.23079 -0.74379 0.076
H -2.81208 1.98582 1.02999 0.041
C 4.36427 -2.44828 0.57001 -0.154
O 4.03241 -1.54528 -0.46775 -0.134
H 5.11271 -1.99407 1.21229 0.074
H 3.46947 -2.71593 1.14108 0.065
H 4.77361 -3.39224 0.17917 0.075
H 3.16661 -1.77603 -0.83914 0.027
C 3.26863 1.99566 -1.22367 -0.166
O 4.68558 2.07180 -1.18048 -0.115
H 2.85911 1.24140 -1.90890 0.074
H 2.84359 1.78519 -0.23317 0.057
H 2.88685 2.96113 -1.54843 0.078
H 5.04155 1.25761 -0.81376 0.061
C 0.15024 0.11479 -0.26607 -0.114
O -0.36620 0.45820 -1.54812 -0.137
H -0.17517 0.81674 0.51279 0.065
H -0.18328 -0.87041 0.08412 0.072
H 1.23441 0.12919 -0.33594 0.062
H -1.29535 0.15730 -1.54125 0.038
C 0.73368 -3.31626 2.81735 -0.170
O 1.04695 -2.59259 3.99756 -0.133
H 1.65442 -3.77882 2.44672 0.070
H 0.04645 -4.12476 3.07020 0.074
H 0.28695 -2.68776 2.04286 0.059
H 1.51049 -1.79277 3.68301 0.032
C -1.36287 -1.21775 -4.60702 -0.161
O -1.75710 -1.97961 -5.72425 -0.105
H -1.26886 -1.79508 -3.69296 0.055
H -0.38769 -0.74776 -4.77474 0.088
H -2.07247 -0.40661 -4.40285 0.064
H -1.84776 -1.38059 -6.46742 0.076
C 2.18206 -3.55474 -2.20912 -0.161
O 1.48478 -2.53543 -1.54560 -0.139
H 2.63568 -4.29188 -1.53335 0.083
H 1.58708 -4.10158 -2.94559 0.083
H 3.02339 -3.11374 -2.74745 0.087
H 0.65999 -2.92796 -1.19535 0.046
C 0.68739 4.18790 2.52706 -0.147
O 0.56533 3.01830 1.72622 -0.156
H 0.82175 5.05982 1.87942 0.076
H -0.22693 4.30488 3.11435 0.077
H 1.56338 4.10336 3.16103 0.071
H -0.34046 2.90121 1.41973 0.011
C -0.79399 1.17513 4.17781 -0.153
O -1.38848 0.93737 5.45129 -0.115
H 0.20619 1.59591 4.30104 0.075
H -0.73111 0.23412 3.63974 0.068
H -1.38282 1.89353 3.59708 0.066
H -1.24420 1.73157 5.97192 0.071
C -3.56213 -0.51955 1.97777 -0.111
O -4.32955 0.49627 1.33889 -0.129
H -3.98983 -0.79185 2.94939 0.094
H -3.56998 -1.46105 1.41260 0.081
H -2.53645 -0.20361 2.13457 0.071
H -5.17174 0.16716 1.01342 0.102
C -0.35416 2.83997 -4.03821 -0.172
O 0.78452 2.32865 -3.38510 -0.135
H -0.09615 3.78339 -4.51834 0.077
H -0.71132 2.16186 -4.82141 0.068
H -1.15021 3.03820 -3.31307 0.057
H 0.46904 1.68058 -2.72612 0.034
C 3.16758 0.58347 2.85588 -0.112
O 3.00985 -0.59167 3.66103 -0.136
H 2.90773 1.45944 3.44905 0.073
H 4.21808 0.68383 2.56269 0.084
H 2.57377 0.48618 1.95751 0.066
H 3.67687 -0.56709 4.34998 0.088
C -1.95627 -3.46658 -1.14356 -0.116
O -0.82659 -3.73399 -0.30656 -0.136
H -1.72494 -2.67853 -1.85520 0.053
H -2.24237 -4.32792 -1.76242 0.089
H -2.82251 -3.18857 -0.53691 0.075
H -1.12197 -4.36341 0.35739 0.089